Record 1
Entry from the Open Molecules 2025 dataset: C27H31ClN4O5 in the gas phase at a distorted geometry (the ωB97M-V functional and the def2-TZVPD basis).

```
68
C27H31ClN4O5, DFT the ωB97M-V functional and the def2-TZVPD basis
C -7.72878 -1.47695 1.96476
C -7.25373 -0.79714 0.68556
C -6.17598 0.25874 0.92979
C -4.86437 -0.33235 1.44391
C -3.74328 0.71725 1.48025
C -3.34587 1.12156 0.08033
O -3.85835 2.08553 -0.48058
N -2.42367 0.36601 -0.54376
C -1.72984 -0.77663 0.01000
C -0.81698 -1.28927 -1.11907
C 0.65472 -0.88377 -0.97527
C 1.30000 -2.23317 -0.77824
C 2.70385 -2.40891 -0.46455
C 3.18751 -3.61724 0.04250
C 4.50947 -3.72486 0.42782
C 5.37559 -2.64752 0.31608
C 4.90442 -1.45477 -0.21530
N 5.71680 -0.31475 -0.34583
C 6.55061 0.17792 0.60444
O 7.01050 -0.44664 1.53025
C 6.86323 1.66971 0.39229
O 5.88677 2.34805 -0.36754
C 4.58575 2.32928 0.06390
C 3.63098 2.69747 -0.88575
C 2.28563 2.66268 -0.58435
C 1.88771 2.26840 0.68422
Cl 0.19695 2.21184 1.07016
C 2.82178 1.91338 1.64115
C 4.17149 1.93568 1.33164
C 3.57716 -1.33564 -0.60585
N 0.46369 -3.19264 -0.85620
O -0.79393 -2.73376 -1.09603
C -1.50803 -0.77550 -2.38631
C -2.10980 0.55671 -1.95875
C -1.13405 1.73579 -2.17832
N -1.67859 2.91776 -1.87581
O -0.00807 1.59397 -2.61232
H -8.07269 -0.73607 2.68334
H -8.55363 -2.15216 1.74877
H -6.93002 -2.05598 2.42111
H -8.10750 -0.31427 0.20505
H -6.87111 -1.55215 -0.00553
H -5.98233 0.78841 -0.00484
H -6.54599 0.99207 1.64973
H -5.00338 -0.71972 2.45440
H -4.57166 -1.16728 0.80291
H -2.88392 0.33323 2.02871
H -4.11325 1.61067 1.98630
H -1.15324 -0.49828 0.89663
H -2.42863 -1.57533 0.28142
H 1.02166 -0.37599 -1.86760
H 0.83021 -0.23265 -0.11962
H 2.50541 -4.44618 0.14000
H 4.87584 -4.65701 0.83028
H 6.39934 -2.71939 0.64356
H 5.39503 0.34776 -1.04054
H 7.78947 1.76306 -0.18230
H 7.02116 2.13297 1.37312
H 3.96527 2.99581 -1.86679
H 1.55407 2.89602 -1.34099
H 2.50245 1.60745 2.62478
H 4.88266 1.63323 2.08357
H 3.22693 -0.39465 -1.00505
H -0.81133 -0.65130 -3.21281
H -2.28599 -1.48379 -2.67188
H -3.03464 0.79843 -2.49525
H -1.12484 3.75558 -1.95152
H -2.60658 2.95129 -1.45821
```

Computed properties:
Total charge: 0
SMILES: CCCCCC(=O)N1C[C@]2(CC(c3cccc(NC(=O)COc4ccc(Cl)cc4)c3)=NO2)C[C@@H]1C(N)=O
Energy relative to the best compared isomer or geometry (same formula, charge and spin): 0.046 eV
Frontier orbital gap: 0.33547 Eh
HOMO energy: -8.5 eV

Record 2
Entry from the Open Molecules 2025 dataset: a 2-piece molecular cluster, CH9N3 overall at a distorted geometry (the ωB97M-V functional and the def2-TZVPD basis).

```
13
CH9N3, DFT the ωB97M-V functional and the def2-TZVPD basis
N 0.92420 -0.65158 2.60067
C 0.97316 -0.74670 1.15029
N 0.54345 0.47860 0.54076
H -0.16675 -0.92511 2.73985
H 1.12353 0.33528 2.79170
H 0.51382 -1.65805 0.99933
H 1.95079 -0.95232 0.78683
H 0.16673 0.33981 -0.45153
H -0.41047 0.60202 0.94815
N -1.25194 0.61667 -3.09963
H -1.22066 1.20106 -3.89078
H -2.21546 0.37644 -2.87956
H -0.93041 0.98387 -2.23607
```

Computed properties:
Total charge: 0
SMILES: NCN.N
Energy relative to the best compared isomer or geometry (same formula, charge and spin): 1.114 eV
Frontier orbital gap: 0.38820 Eh
HOMO energy: -9.8 eV

Record 3
Entry from the Open Molecules 2025 dataset: H4O7S2Si2 as an isolated structure at a distorted geometry (the ωB97M-V functional and the def2-TZVPD basis).

```
15
H4O7S2Si2, DFT the ωB97M-V functional and the def2-TZVPD basis
O -0.38418 0.94028 0.38064
O -0.92059 -0.94680 -1.39247
O 0.56515 -2.17354 0.37372
O -2.61983 0.95232 -1.01858
O 1.24501 -0.57611 2.45697
O 1.21374 1.78704 -1.43267
O 2.40104 -0.03878 0.13293
Si -1.56578 0.08020 -0.15541
Si 1.33761 -0.92545 0.89892
S -0.33106 -2.36706 -1.09712
S 2.40126 1.60664 -0.40008
H -2.35353 1.50927 -1.75398
H 0.97822 -0.88450 3.31273
H 0.31308 1.85655 -0.98712
H -2.28016 -0.82007 0.68152
```

Computed properties:
Total charge: 0
Frontier orbital gap (alpha / beta): 0.23349 / 0.23820 Eh
2S+1: 3
HOMO energy (alpha / beta): -6.4 / -8.7 eV

Record 4
Entry from the Open Molecules 2025 dataset: C3H8NO2 as an isolated structure at a distorted geometry (the ωB97M-V functional and the def2-TZVPD basis).

```
14
C3H8NO2, DFT the ωB97M-V functional and the def2-TZVPD basis
C -0.22167 -0.75282 -0.02852
C 0.56725 0.52913 0.18078
C -2.22174 -0.55263 -0.32564
N 1.92453 -0.06617 0.23898
O 0.32561 -1.80500 0.00230
O -2.60045 0.55027 0.37486
H 0.34408 0.97738 1.16126
H 0.34205 1.21275 -0.63374
H -2.34864 -0.45375 -1.37383
H -2.60018 -1.47762 0.04646
H 2.39009 0.01211 1.16329
H 2.41936 0.46121 -0.48620
H 1.68105 -1.17252 -0.05935
H -3.05701 0.26678 1.21282
```

Computed properties:
Total charge: +1
Energy relative to the best compared isomer or geometry (same formula, charge and spin): 3.284 eV
Frontier orbital gap: 0.36971 Eh
HOMO energy: -13.6 eV

Record 5
Entry from the Open Molecules 2025 dataset: an isolated ion of composition C4H8Cl2N and charge +1 at a distorted geometry (the ωB97M-V functional and the def2-TZVPD basis).

```
15
C4H8Cl2N, DFT the ωB97M-V functional and the def2-TZVPD basis
C -0.90909 1.33023 0.57446
C -0.28306 -0.00861 0.01255
N -0.72624 -1.35620 0.52673
C 0.47952 -0.00027 -1.28629
C 1.38928 -0.00746 -0.10935
Cl 2.24664 -1.46511 0.17405
Cl 2.36224 1.37865 0.22179
H -0.84272 1.28372 1.67828
H -1.76547 1.47613 0.00951
H -0.24948 2.07897 0.36155
H -1.70606 -1.57854 0.32245
H -0.52256 -1.38214 1.50972
H -0.18641 -1.84210 -0.18862
H 0.35228 -0.84418 -1.85305
H 0.36113 0.93691 -1.95377
```

Computed properties:
Total charge: +1
SMILES: C[C@@]1([NH3+])CC1(Cl)Cl
Energy relative to the best compared isomer or geometry (same formula, charge and spin): 0.838 eV
Frontier orbital gap: 0.38435 Eh
HOMO energy: -14.1 eV

Record 6
Entry from the Open Molecules 2025 dataset: C18H23F6N2O8TbTe as an isolated structure at a distorted geometry (the ωB97M-V functional and the def2-TZVPD basis).

```
59
C18H23F6N2O8TbTe, DFT the ωB97M-V functional and the def2-TZVPD basis
Tb -0.85831 0.08549 -0.38406
C 1.70682 -1.85010 -2.64375
O 0.51995 -2.01497 -1.86520
C 0.41723 -3.35045 -1.41481
C -0.87960 -3.53597 -0.65540
O -1.02455 -2.53417 0.34748
C -0.86125 -2.95441 1.69102
C -1.42083 -1.83306 2.54694
O -0.80077 -0.60344 2.20848
C 0.20549 -0.17108 3.11804
H 1.68980 -2.52313 -3.50210
H 2.59347 -2.05080 -2.03651
H 1.73742 -0.82542 -2.99565
H 1.27527 -3.58310 -0.76840
H 0.43476 -4.04025 -2.26520
H -0.89590 -4.53605 -0.21771
H -1.72557 -3.44189 -1.33320
H 0.19713 -3.13109 1.92257
H -1.42063 -3.87448 1.87969
H -1.29192 -2.05753 3.60741
H -2.48176 -1.71977 2.31781
H -0.21852 -0.04127 4.11630
H 0.56080 0.78919 2.75072
H 1.03905 -0.87797 3.16835
O 4.67007 2.63641 -0.42441
C 4.91325 1.38675 -0.11919
O 6.02809 0.93825 0.00393
C 3.73709 0.48042 0.06931
C 3.87207 -0.85661 0.35863
N 2.63237 -1.36717 0.44439
N 1.68420 -0.44633 0.24537
C 2.33680 0.69000 0.01869
C 1.52196 1.96099 -0.13674
O 2.08851 2.99127 -0.48153
O 0.29326 1.81878 0.15978
H 3.69315 2.83345 -0.51297
H 4.77062 -1.43715 0.48590
H 2.37812 -2.30880 0.67751
F -2.15786 -1.22003 -1.81858
Te -1.45758 -0.17321 -3.36568
F -3.00106 -0.94398 -4.12901
F -2.74124 1.07701 -2.76910
F -1.28610 0.75105 -4.97349
F -0.71306 -1.68174 -4.22689
O -0.13529 0.56680 -2.46531
F -1.02201 5.95537 1.60912
C -1.52946 4.73381 1.32765
C -1.87195 4.42818 0.02658
C -2.38430 3.17355 -0.25336
C -2.54777 2.20331 0.74838
C -2.99828 0.82768 0.41450
C -2.21552 2.57401 2.05766
C -1.70123 3.82640 2.35249
H -1.72714 5.16352 -0.75389
H -2.65553 2.93622 -1.27500
H -3.73145 0.84935 -0.39433
H -3.45217 0.35092 1.28718
H -2.34925 1.85056 2.85490
H -1.43886 4.10667 3.36470
```

Computed properties:
Total charge: 0
Energy relative to the best compared isomer or geometry (same formula, charge and spin): 2.744 eV
Frontier orbital gap (alpha / beta): 0.20930 / 0.20989 Eh
2S+1: 7
HOMO energy (alpha / beta): -7.1 / -7.1 eV

Record 7
Entry from the Open Molecules 2025 dataset: C15H40NaO5 as an isolated structure at a distorted geometry (the ωB97M-V functional and the def2-TZVPD basis).

```
61
C15H40NaO5, DFT the ωB97M-V functional and the def2-TZVPD basis
Na -0.27905 -0.16307 0.53373
C 2.24437 0.89339 -3.22555
C 1.31355 1.73416 -2.37519
C 0.43204 2.63759 -3.22405
O 0.48553 0.83016 -1.56388
H 1.68338 0.37118 -3.99575
H 2.70091 0.16813 -2.54703
H 3.10247 1.45004 -3.60058
H 1.89618 2.28605 -1.63832
H -0.47458 2.99823 -2.73446
H 0.19247 2.16460 -4.17381
H 0.99882 3.55603 -3.40965
H -0.31710 0.67621 -2.07486
C -0.36990 3.57913 0.88318
C 0.81254 2.81292 1.45713
C 1.56965 3.63768 2.48630
O 0.31002 1.58293 2.04164
H -0.79780 3.08490 0.01052
H -0.06143 4.57304 0.55173
H -1.10467 3.71464 1.67657
H 1.51517 2.49822 0.68323
H 1.88333 4.57285 2.02183
H 2.49862 3.14208 2.78468
H 0.99976 3.84392 3.39322
H 0.39090 1.62159 2.99808
C -2.64592 -3.46471 -0.79041
C -1.47260 -2.64458 -1.32374
C -1.09373 -3.02072 -2.74948
O -1.77863 -1.24009 -1.20862
H -2.72950 -3.41514 0.30007
H -2.55315 -4.52743 -1.00048
H -3.56730 -3.01433 -1.17045
H -0.60492 -2.78155 -0.67378
H -1.70750 -2.51754 -3.49643
H -1.25156 -4.09235 -2.88984
H -0.03299 -2.85740 -2.93805
H -2.56720 -1.04719 -1.72634
C 4.32046 -1.59192 0.62004
C 3.00656 -1.15289 0.02916
C 2.48114 -2.10500 -1.00446
O 1.97026 -1.14598 1.09579
H 4.70787 -0.81957 1.28916
H 5.04836 -1.72189 -0.18343
H 4.25519 -2.53028 1.16821
H 3.04349 -0.10166 -0.26003
H 1.63339 -1.73425 -1.58984
H 2.08315 -3.00221 -0.52439
H 3.25000 -2.38795 -1.72444
H 2.41102 -0.85144 1.89742
C -3.79789 -0.48903 1.46186
C -2.74496 -0.06749 2.44119
C -3.28595 -0.22160 3.86332
O -1.59746 -0.95119 2.30805
H -3.49404 -0.43657 0.41407
H -4.68804 0.14186 1.53125
H -4.13392 -1.51378 1.62843
H -2.46006 0.98217 2.33783
H -3.62366 -1.24070 4.05973
H -4.12500 0.45421 4.02540
H -2.51816 0.01458 4.60810
H -1.36193 -1.17102 3.21643
```

Computed properties:
Total charge: +1
Energy relative to the best compared isomer or geometry (same formula, charge and spin): 0.180 eV
Frontier orbital gap: 0.41015 Eh
HOMO energy: -13.4 eV

Record 8
Entry from the Open Molecules 2025 dataset: C19H25N3O3S in the gas phase (the ωB97M-V functional and the def2-TZVPD basis).

```
51
C19H25N3O3S, DFT the ωB97M-V functional and the def2-TZVPD basis
C -9.29977 0.08449 -0.05398
C -7.85353 -0.16822 -0.46278
C -6.93959 -0.26863 0.75704
C -5.49845 -0.64171 0.41213
C -4.77075 0.45879 -0.36248
N -3.37033 0.14329 -0.53216
C -2.38624 0.84604 0.06701
O -2.58407 1.84491 0.72976
C -1.00062 0.32244 -0.17051
C -0.71624 -1.04029 -0.29890
C 0.58341 -1.45919 -0.48396
C 1.62131 -0.53103 -0.54603
C 3.00363 -0.97635 -0.74789
O 3.32429 -2.13415 -0.89693
N 3.96686 0.03412 -0.76514
C 5.34126 -0.39544 -0.95247
C 5.94041 -1.04350 0.31676
C 6.02775 -0.07222 1.49648
C 7.34478 0.65443 1.21866
C 8.14839 -0.37261 0.40427
O 7.26932 -1.43809 0.06727
C 3.68496 1.36649 -0.63284
S 4.81113 2.56881 -0.68607
N 2.38207 1.71845 -0.45396
C 1.33876 0.83188 -0.40095
C 0.02596 1.25165 -0.20853
H -9.66800 -0.72588 0.57135
H -9.93848 0.15854 -0.93085
H -9.37910 1.01242 0.50776
H -7.52054 0.64474 -1.10988
H -7.79657 -1.09754 -1.03462
H -7.34077 -1.02932 1.43087
H -6.94514 0.68250 1.29304
H -5.49089 -1.56533 -0.17307
H -4.94921 -0.82561 1.33840
H -5.22562 0.60206 -1.34670
H -4.81152 1.39887 0.19202
H -3.14161 -0.66732 -1.08430
H -1.50427 -1.77410 -0.22276
H 0.83172 -2.50472 -0.58219
H 5.35940 -1.14411 -1.74803
H 5.93622 0.46911 -1.24575
H 5.37127 -1.94899 0.54711
H 6.08881 -0.63873 2.42598
H 5.17882 0.60523 1.55413
H 7.16356 1.55634 0.63501
H 7.85913 0.93683 2.13413
H 8.97140 -0.80645 0.97991
H 8.56166 0.06947 -0.50997
H 2.20256 2.70983 -0.35485
H -0.20752 2.29782 -0.08054
```

Computed properties:
Total charge: 0
SMILES: CCCCCNC(=O)c1ccc2c(=O)n(C[C@@H]3CCCO3)c(=S)[nH]c2c1
Energy relative to the best compared isomer or geometry (same formula, charge and spin): 0.617 eV
Frontier orbital gap: 0.30828 Eh
HOMO energy: -8.7 eV

For each record above, in turn, the calculated total energy values are -57223.6644 -5652.1371 -51824.3939 -8816.6688 -30803.7499 -84434.2478 -30854.4823 -41558.8028 eV.